6
Properties=species:S:1:pos:R:3:forces:R:3 method="wB97M-V/def2-TZVPD" homo_energy_ev=-9.66 total_charge=0 multiplicity=1
O 0.20908 -1.01888 1.89172 1.14 1.21 -0.26
C 0.96299 -0.19335 1.67080 -1.05 -1.44 0.81
O -0.38722 -0.58522 -1.75531 -1.00 -2.59 -3.20
H 0.62072 0.19222 -0.23912 0.21 2.18 0.15
S -0.15470 0.74743 -1.24916 -0.32 -0.11 2.96
H -1.25087 0.85781 -0.31893 1.02 0.75 -0.46

***

53
Properties=species:S:1:pos:R:3:forces:R:3 method="wB97M-V/def2-TZVPD" homo_energy_ev="-9.99 / -9.76" total_charge=+1 multiplicity=2
H 2.94531 -2.19954 0.35159 1.45 0.34 0.64
C 3.51607 -1.09496 -2.23194 -0.41 -0.32 0.37
C -2.57827 0.93177 3.17279 0.27 -0.15 -0.20
H -0.28909 -3.39085 -1.01761 -0.03 -0.20 0.42
H -0.06611 1.82277 -3.43557 0.18 0.05 0.13
H 2.52835 2.32598 1.95390 0.17 -0.16 0.20
C -1.54414 0.73319 2.22742 -0.92 -0.07 0.38
C -0.11785 -3.44385 0.06960 -0.10 -0.16 0.75
H 5.25288 -0.81284 1.47472 0.05 -0.12 1.18
H -4.88626 -1.23596 1.89124 0.26 0.23 0.04
H 0.34438 4.32392 -0.79684 0.01 0.45 0.44
C 1.58976 0.86098 -2.48136 1.04 -1.09 -0.34
C -3.78231 0.22189 3.04878 0.18 -0.01 -0.21
H -0.55490 1.16548 -0.22725 0.42 -0.32 0.71
H 2.15812 -3.18309 -0.79904 -0.14 1.15 0.21
C 2.36164 -1.08606 -1.43568 0.05 -0.15 -0.27
H 2.81940 1.65139 -4.03851 0.05 0.34 -0.16
C 2.70461 0.87300 -3.30998 -0.02 -0.21 -0.03
Cl -1.76994 -1.25360 -2.61133 -0.30 -0.03 -0.60
C 0.27189 3.46301 -0.12962 -0.03 0.54 -0.29
H -0.36602 3.63354 0.74246 0.07 0.15 -0.21
H 4.25968 -1.88505 -2.04706 -0.34 0.53 -0.25
C 3.64224 -0.15003 -3.24035 0.45 -0.12 0.66
H 0.15245 -1.76867 2.97469 0.40 0.00 -0.21
H 1.20936 -3.14220 2.52343 0.09 0.45 0.11
P 0.59745 -1.85007 0.60707 0.54 -0.67 -0.58
P -0.43310 2.22144 -1.16329 -0.22 -1.93 1.37
H 1.11687 2.94418 -2.68865 0.04 -0.37 -0.34
C 1.02081 -2.06658 2.36429 0.01 -0.22 0.08
H -2.51977 1.77619 -2.21958 0.22 0.49 0.34
H 4.53825 -0.18091 -3.86116 -0.42 0.18 -0.06
H -1.04022 -3.64745 0.62198 0.05 -0.15 -0.29
H -0.61002 1.29302 2.34513 -0.20 -0.18 -0.07
H -2.00019 3.53419 -2.05312 -0.82 -0.19 -0.09
H -4.58956 0.36980 3.77481 0.38 -0.07 -0.30
H 0.66178 -4.17783 0.32043 -0.54 -0.22 -0.22
C -2.10048 2.55602 -1.55334 -0.66 0.83 -0.63
H 1.26486 3.14580 0.18754 -0.18 0.05 -0.17
C -1.73433 -0.15579 1.15374 1.03 0.26 -1.50
H 1.92049 -1.48008 2.63756 -0.54 -0.30 -0.08
O 4.74713 -0.53592 2.27656 0.64 -0.58 -1.46
C 0.60419 1.97409 -2.57441 -0.27 0.56 -0.76
H -2.69970 2.65874 -0.62985 0.33 -0.09 -0.43
O 2.40047 1.88608 1.10716 0.97 -2.29 0.07
C 2.16095 -2.14640 -0.35174 -0.71 -0.36 -1.11
H 2.78224 0.95070 1.20306 -1.12 2.30 -0.13
H -3.06909 -1.52383 0.18704 -0.23 0.01 0.24
C -2.93314 -0.85149 1.03693 -0.49 0.24 0.68
V -0.65022 -0.57330 -0.82097 -0.48 1.48 1.43
C -3.95477 -0.67105 1.98389 0.02 -0.08 -0.01
H -2.44976 1.63335 4.01273 -0.01 -0.39 -0.49
H 4.13029 0.02292 1.81347 -0.46 0.60 0.31
N 1.37295 -0.17315 -1.64704 0.26 -0.01 0.75

***

37
Properties=species:S:1:pos:R:3:forces:R:3 method="wB97M-V/def2-TZVPD" homo_energy_ev=-8.46 total_charge=0 multiplicity=1
C 1.75672 -0.47894 -0.26604 -1.11 -3.78 -0.86
C -3.28840 1.24495 -0.12465 -2.16 -1.43 0.23
N 5.00057 1.91605 -0.83664 -2.03 3.33 -8.26
H 5.16564 -0.59100 0.45979 -2.11 2.09 0.31
H -3.63988 1.35395 0.99579 1.21 0.05 -2.19
H -0.57763 0.96193 -0.04776 -0.76 -1.29 -0.11
N -0.38194 -1.05248 -1.00189 2.10 1.32 1.69
H -2.50724 -0.11443 -1.65884 0.16 0.02 2.60
H 3.58790 -0.82526 -1.30041 0.40 0.97 -2.90
H -2.85237 2.12751 -0.59265 0.66 -0.15 0.70
H 3.51339 -1.76282 -0.16594 -0.75 -2.60 1.18
N 1.08630 -0.61426 1.04512 2.88 1.23 -0.42
H -6.77940 -0.27633 -0.53546 1.99 0.92 2.04
O 3.06757 2.06328 0.51668 2.16 -0.01 -1.90
C 4.03831 1.45980 0.00763 -2.15 -1.07 2.41
C -1.17897 -0.63974 1.31884 -1.49 -3.36 3.02
H 1.46647 -1.48088 1.31166 0.11 -1.62 1.41
C -1.02393 -0.08029 -0.02058 -0.66 -0.98 -2.04
H 5.20460 1.37976 -1.87882 -0.56 0.77 4.53
C -2.50464 -0.16296 -0.44218 -0.59 6.41 -5.08
H 3.78709 0.24341 1.76149 1.03 -1.38 -3.79
S -4.98475 1.33653 -1.07925 1.25 -0.72 1.39
C 3.18524 -0.79850 -0.35494 1.07 1.41 2.36
H -5.48520 0.36549 1.13422 -2.00 -0.72 -2.76
H 1.68513 0.08009 1.47843 -0.43 0.25 1.41
H 4.33135 2.85115 -1.59410 2.57 -2.79 3.47
C -5.75588 0.05424 -0.02600 2.06 -2.03 0.45
C 0.98200 -1.43803 -1.16188 -3.65 -0.11 -2.45
H -4.99565 -0.88554 -0.11446 -2.28 1.86 0.02
O 1.23812 -2.27380 -2.06068 0.56 2.04 2.87
H 1.42267 0.43701 -0.58540 0.17 2.55 -1.21
H -1.59891 -0.27264 3.23516 0.54 0.99 -2.77
H -1.03719 -1.62531 -1.43452 -1.03 -1.15 -0.92
O -1.48478 -1.83731 1.46122 1.11 2.28 0.10
O -1.39130 0.24400 2.35778 0.25 -1.15 1.04
C 4.12656 0.02618 0.51101 1.79 -0.09 3.05
H -3.17760 -0.93478 -0.31175 -0.31 -2.06 1.36

***

13
Properties=species:S:1:pos:R:3:forces:R:3 method="wB97M-V/def2-TZVPD" homo_energy_ev=-2.07 total_charge=-1 multiplicity=1
H -0.87824 1.05281 0.95445 0.06 -1.00 0.94
H 0.84163 1.06339 1.26165 -0.82 -0.49 -0.34
H 0.15662 -0.59452 -0.91412 -1.20 1.28 0.34
H -1.93420 1.61644 -2.56471 0.03 -0.09 1.52
C 1.68635 -1.25115 0.26347 -0.04 -0.17 -0.39
H 2.50831 -0.52836 0.13515 -0.55 0.21 -0.04
H 0.14309 -0.04576 2.36796 -1.50 0.47 -2.19
O -1.91117 1.54810 -1.56917 0.05 0.04 -1.39
H -0.35319 -1.58916 0.46354 -0.45 -0.16 -0.43
H 1.86290 -1.73341 1.21661 0.13 -0.33 0.29
C 0.22646 -0.71894 0.16382 1.64 -0.76 1.71
H 1.80248 -1.98125 -0.55856 0.17 0.00 0.49
C -0.05615 0.36259 1.27127 2.47 0.98 -0.50

***

14
Properties=species:S:1:pos:R:3:forces:R:3 method="wB97M-V/def2-TZVPD" homo_energy_ev="-0.72 / -2.83" total_charge=-1 multiplicity=2
C -3.62037 0.41572 -0.82477 0.43 0.04 -0.43
H 3.73101 -0.00441 -0.61587 0.32 -0.26 0.12
C 3.92447 0.36295 0.39162 -0.60 0.83 0.45
H -4.05949 -2.48352 -1.70317 0.16 0.00 -0.01
H 3.59855 1.40354 0.41159 0.06 0.02 -0.14
S -3.99411 -1.95510 -2.93597 -1.10 -1.45 -0.34
S 2.83047 0.70931 3.17748 0.17 -0.08 0.00
H -3.46450 1.48466 -0.70390 -0.26 0.10 0.39
H 4.95533 0.34711 0.73345 0.11 -0.36 -0.30
S 2.82306 -0.50936 1.53992 -0.06 -0.28 -0.26
H -4.68097 0.16689 -0.84628 -0.07 0.04 -0.10
H 3.88851 0.14462 3.78377 -0.01 0.13 0.13
S -2.79405 0.03773 -2.40072 0.92 1.27 0.38
H -3.13792 -0.12014 -0.00715 -0.06 0.01 0.09

***

12
Properties=species:S:1:pos:R:3:forces:R:3 method="wB97M-V/def2-TZVPD" homo_energy_ev=-10.12 total_charge=0 smiles=C1OCOCO1 multiplicity=1
O -0.02566 1.48620 -0.16960 -0.99 -0.54 -2.29
H 1.23385 -1.61109 0.56538 -1.81 1.50 -0.42
C 0.14107 0.82566 1.02787 1.52 -1.12 0.84
H -0.36940 -2.22356 0.04408 0.15 1.35 -0.09
H 1.26878 0.53256 1.24870 -1.94 0.67 -0.55
H -1.45331 0.15326 -1.17313 0.62 1.25 -0.11
O 0.39524 -0.58240 -1.09972 0.93 -1.08 0.60
O -0.62128 -0.39029 1.05987 2.71 -0.75 -1.43
H -0.20277 1.48617 1.79170 -0.29 0.30 0.72
C 0.18730 -1.24174 0.16703 -0.58 -1.62 0.41
C -0.39894 0.53556 -1.26593 -0.23 0.04 2.37
H -0.15487 1.02967 -2.19624 -0.09 0.00 -0.05

***

19
Properties=species:S:1:pos:R:3:forces:R:3 method="wB97M-V/def2-TZVPD" homo_energy_ev=-13.36 total_charge=+1 smiles=C#CC[C@@](C)(F)C[NH3+] multiplicity=1
C -3.60055 -0.26935 0.11891 -1.04 -0.72 -0.08
H -0.90164 1.76054 -0.04310 1.41 0.36 0.64
H -0.39090 1.51586 1.63280 0.40 -0.25 -0.46
C 1.27792 -0.52725 -0.45374 -1.58 -2.04 0.98
C -1.14866 -0.50306 -0.87902 -0.72 -1.21 1.91
H -4.63758 -0.38586 0.37080 0.31 0.37 0.20
H 3.41874 -0.27881 -0.19359 -1.46 0.23 0.47
H -0.88173 0.23421 -1.57875 -0.59 0.84 -1.63
H 2.65714 -0.53258 1.28559 -0.80 -0.17 -1.22
H 1.24201 -0.05575 -1.41729 0.73 0.35 -0.41
C -0.07221 1.32275 0.59175 -2.92 -0.15 0.07
H 0.91312 1.68953 0.40773 0.17 1.12 -0.22
H -1.12575 -1.52559 -1.31260 1.02 0.54 0.26
C -2.51610 -0.45331 -0.34352 0.91 1.22 -0.38
H 1.32427 -1.62456 -0.57681 -0.16 0.56 -0.04
C -0.12303 -0.13556 0.22555 1.90 -2.55 -0.20
H 2.35805 0.89678 0.50747 0.83 -1.42 -0.29
N 2.49580 -0.14627 0.31622 1.30 2.20 0.93
F -0.28887 -0.98172 1.34160 0.30 0.70 -0.53

***

14
Properties=species:S:1:pos:R:3:forces:R:3 method="wB97M-V/def2-TZVPD" homo_energy_ev="-14.04 / -14.02" total_charge=+2 multiplicity=5
O -1.65585 -0.98334 0.57239 -3.04 -1.91 -0.76
O 0.30853 -0.10826 1.22416 -2.32 -0.75 -1.83
H -2.32530 0.19602 -1.66942 -0.02 0.66 -0.33
H -0.96431 -2.14197 -4.17443 0.12 -0.28 -0.35
O -0.87479 -1.17029 -4.04258 0.16 0.66 0.50
C -1.04588 -0.76597 -2.90449 0.07 -0.79 -1.26
H 2.29141 1.20296 1.99807 0.42 0.58 0.75
C 3.11098 1.99323 3.98881 -0.36 -0.49 -0.76
C -0.56500 -0.35295 0.43157 4.43 1.79 3.10
H 3.48342 2.22743 4.97129 -0.12 0.09 -0.46
O -0.35512 0.13722 -0.86655 -0.07 0.26 -2.01
Fe -2.81777 -1.76185 -0.63751 0.38 -0.05 1.67
C -1.27737 -0.10787 -1.80586 0.26 0.40 1.25
C 2.68706 1.63564 2.91456 0.08 -0.17 0.50

***

Number 1: energy -587.86764 a.u.. Number 2: energy -2957.03860 a.u.. Number 3: energy -1255.62465 a.u.. Number 4: energy -194.87621 a.u.. Number 5: energy -1673.72905 a.u.. Number 6: energy -343.55943 a.u.. Number 7: energy -389.48801 a.u.. Number 8: energy -1756.58079 a.u..